(1)
C6H13N6 | ωB97M-V/def2-TZVPD

Summary:
**SMILES**: [H]/N=C1\NN2[C@@H](N2C(N)=[NH2+])C1(C)C
**Kohn-Sham gap**: 9.727 eV
**ΔE to the lowest compared entry with this formula, charge and spin**: 22.5 kcal per mole
**HOMO**: -13.09 eV
**Maximum force**: 5.24 eV/Å
**Calculated total energy**: -564.6237 Eh
**Charge**: +1

Geometry as XYZ:
```
25
Properties=species:S:1:pos:R:3:forces:R:3
H -2.1251 2.1482 1.9871 -0.54 -0.28 -0.94
N -2.3093 1.3240 1.3838 -1.19 0.18 2.75
C -1.4447 1.1047 0.5400 0.26 0.88 -0.44
N -0.5364 2.0513 0.0597 0.97 -0.14 0.37
N 0.5429 1.4724 -0.5248 0.41 1.53 -1.95
C 0.1985 0.1449 -0.7309 -0.07 -2.11 0.18
N 1.2059 0.3572 0.2892 -3.96 0.20 3.43
C 2.5023 0.2711 0.2108 0.83 -0.56 -0.29
N 3.0885 0.8034 -0.8103 4.33 1.34 -2.32
N 3.1129 -0.4391 1.1317 2.94 -0.96 2.44
C -1.2543 -0.1593 -0.2246 2.15 -1.38 0.91
C -1.3822 -1.4547 0.6632 -2.33 1.80 -0.67
C -2.0673 -0.1764 -1.4565 -1.66 0.44 -1.49
H -0.4280 3.0063 0.3681 -0.06 -0.19 0.27
H 0.6460 -0.3632 -1.5603 -0.35 -0.16 -0.88
H 4.1113 0.8063 -1.0056 -0.95 -0.65 1.02
H 2.7517 1.5379 -1.4075 -1.47 -0.06 0.28
H 2.6524 -0.9090 1.9242 -0.55 0.68 -1.09
H 4.1440 -0.3851 1.3934 -1.80 0.16 -1.37
H -2.3584 -1.3695 1.1925 0.28 -0.10 -0.70
H -0.7482 -1.4742 1.4864 1.77 0.04 1.15
H -1.3734 -2.3805 0.1198 0.18 -0.25 -0.46
H -3.1975 -0.1452 -1.3210 1.50 0.73 0.14
H -1.9759 -1.1383 -1.9324 0.54 -0.33 -0.53
H -1.6285 0.6369 -2.1087 -1.26 -0.82 0.20
```
Positions in Å, forces in eV/Å.

***

(2)
C9H14O | ωB97M-V/def2-TZVPD

Summary:
**SMILES**: Cc1ccc(O)cc1.CC
**Kohn-Sham gap**: 9.315 eV
**ΔE to the lowest compared entry with this formula, charge and spin**: 13.9 kcal per mole
**HOMO**: -8.43 eV
**Maximum force**: 1.43 eV/Å
**Calculated total energy**: -426.5506 Eh

Geometry as XYZ:
```
24
Properties=species:S:1:pos:R:3:forces:R:3
C -1.2033 -0.7736 -1.6207 -0.50 0.22 1.32
C -0.1374 -1.1675 -0.6152 -0.22 -0.12 -0.65
C 0.8032 -0.2806 -0.1193 0.91 -0.41 0.94
C 1.8100 -0.7614 0.7238 0.18 0.34 0.08
C 1.7884 -2.0541 1.2233 -0.15 0.01 0.49
O 2.5324 -2.4162 2.3180 0.76 -0.09 -0.32
C 0.8714 -2.9588 0.7169 -0.75 -0.22 -0.74
C -0.0504 -2.5038 -0.2208 0.29 0.43 -0.20
H -1.7187 0.1187 -1.2454 0.29 0.15 -0.43
H -1.9965 -1.5132 -1.5933 0.00 -0.36 -0.32
H -0.8512 -0.6420 -2.6365 0.12 0.13 -0.09
H 0.8023 0.7968 -0.1936 -0.27 0.04 -0.85
H 2.6388 -0.1085 1.0180 -0.49 0.00 0.19
H 3.2916 -1.8182 2.4380 -0.53 -0.22 -0.14
H 0.8077 -4.0164 0.9548 0.40 0.25 0.46
H -0.7342 -3.1837 -0.7089 -0.06 -0.26 0.23
C -1.0938 2.7588 0.7239 1.11 0.07 -0.46
C -1.1166 3.0268 -0.7804 -0.20 0.64 -0.76
H -1.6261 1.8533 1.0145 -0.21 0.28 0.08
H -0.0423 2.6206 1.0078 -0.22 -0.23 0.14
H -1.3927 3.6436 1.2701 -0.47 -0.04 0.25
H -1.8345 3.7821 -1.1093 -0.21 0.07 0.44
H -0.1701 3.4180 -1.1684 0.06 -0.21 0.25
H -1.3782 2.1792 -1.3974 0.16 -0.47 0.07
```
Positions in Å, forces in eV/Å.

***

(3)
C18H29BFN2O5 | ωB97M-V/def2-TZVPD

Summary:
**Kohn-Sham gap**: 7.638 eV
**HOMO**: -11.05 eV
**Maximum force**: 3.12 eV/Å
**Calculated total energy**: -1313.3614 Eh
**Charge**: +1

Geometry as XYZ:
```
56
Properties=species:S:1:pos:R:3:forces:R:3
C -5.6739 -2.6200 -4.5654 0.58 0.53 0.72
C -4.4771 -1.7996 -3.9741 0.39 0.28 -0.12
C -4.3461 -0.4007 -4.3812 2.18 -0.60 2.05
C -3.2514 0.3834 -3.7971 -0.56 -2.54 0.29
C -2.3413 -0.2668 -2.8533 -0.51 0.09 -0.50
C -1.2228 0.6194 -2.2224 0.33 -0.34 0.81
C -1.5664 0.9349 -0.7316 -2.65 0.45 1.30
C -2.8821 1.1342 -0.1461 1.39 -0.40 -0.94
C -4.3144 1.0881 -0.7283 -0.22 -0.05 0.98
B -4.8317 2.5393 -1.2889 -0.41 0.75 -0.14
O -5.6561 3.3273 -0.4350 1.66 -0.72 -0.62
O -4.5102 3.0294 -2.5663 0.29 -0.33 1.48
N -2.7107 1.4206 1.2185 1.17 -0.44 -1.58
C -1.3871 1.4004 1.5638 -0.97 -0.24 -1.21
N -0.7431 1.1072 0.3913 -1.05 0.35 0.86
F 0.5955 1.0094 0.3757 -0.33 0.03 -0.21
C -2.4447 -1.6653 -2.4505 -2.15 1.10 -1.97
C -3.5447 -2.4434 -3.0420 0.91 2.42 0.12
H -6.3942 -2.7887 -3.7186 0.50 0.00 -0.97
H -6.1652 -2.0080 -5.3605 0.32 -0.70 0.64
H -5.3364 -3.6068 -4.9721 -0.34 0.90 0.34
H -5.0364 0.1091 -5.0907 0.53 -0.77 0.65
H -3.1624 1.4596 -4.0749 0.12 -1.13 0.37
H -0.2271 0.0910 -2.2489 -0.96 0.54 0.02
H -1.1023 1.5894 -2.7673 -0.13 -0.82 0.41
H -4.4861 0.2613 -1.4651 0.58 0.78 0.55
H -5.0006 0.8616 0.1442 0.74 0.14 -0.80
H -5.0683 3.7377 0.2278 -0.74 -0.05 -0.12
H -3.6099 3.3992 -2.5697 -0.46 -0.15 -0.35
H -3.5462 1.5841 1.7780 0.69 -0.06 0.36
H -0.9765 1.5618 2.5788 -0.07 -0.18 -1.11
H -1.7260 -2.0932 -1.7134 -0.72 0.31 -0.78
H -3.6359 -3.5048 -2.7242 -0.19 0.91 -0.54
C 2.7910 -1.2543 0.4735 0.40 0.05 0.07
O 3.8958 -0.6387 1.0975 -0.35 -0.06 0.15
C 3.6492 0.7226 1.4268 0.53 -0.30 -0.07
C 4.5264 1.1569 2.5896 -0.18 0.16 0.13
O 4.0513 0.7072 3.8556 -0.01 -0.11 -0.25
C 4.2260 -0.6812 4.1387 0.06 0.08 0.33
C 5.6679 -1.0621 4.4281 -0.04 -0.27 -0.47
O 6.4017 -1.1841 3.2167 -0.01 0.31 -0.01
C 7.7880 -0.9779 3.4040 -0.12 -0.11 -0.07
H 2.5653 -0.7642 -0.4801 -0.14 -0.02 -0.07
H 3.0452 -2.2968 0.2850 0.06 0.08 -0.01
H 1.9136 -1.2268 1.1297 -0.12 0.03 -0.03
H 2.5968 0.8695 1.6962 0.03 0.00 0.09
H 3.8840 1.3269 0.5421 -0.10 0.21 0.03
H 4.4942 2.2488 2.6418 -0.08 -0.04 0.03
H 5.5690 0.8769 2.4357 -0.08 -0.20 -0.14
H 3.7904 -1.3029 3.3556 0.22 -0.03 -0.11
H 3.6466 -0.8623 5.0484 0.06 0.11 0.00
H 5.6981 -2.0346 4.9348 -0.08 0.08 0.22
H 6.1201 -0.3036 5.0755 -0.04 0.02 0.05
H 7.9784 0.0242 3.8037 0.06 -0.04 0.10
H 8.2780 -1.0590 2.4343 -0.10 -0.06 0.01
H 8.2046 -1.7353 4.0757 0.09 0.08 0.05
```
Positions in Å, forces in eV/Å.

***

(4)
C22H24FN3O3 | ωB97M-V/def2-TZVPD

Summary:
**Kohn-Sham gap**: 8.869 eV
**ΔE to the lowest compared entry with this formula, charge and spin**: 48.5 kcal per mole
**HOMO**: -8.40 eV
**Maximum force**: 0.06 eV/Å
**Calculated total energy**: -1342.6008 Eh

Geometry as XYZ:
```
53
Properties=species:S:1:pos:R:3:forces:R:3
O -2.5537 -1.0932 -1.8904 0.00 0.00 0.00
C -1.7544 -0.4973 -2.5978 -0.01 0.00 0.00
C -1.7115 0.9727 -2.7406 0.00 0.01 0.00
C -2.3570 1.8062 -1.9246 0.01 0.01 0.00
C -2.2788 3.3129 -2.0285 0.01 0.01 0.00
C -3.4678 3.8117 -1.2026 0.00 0.00 0.00
C -3.5464 2.7857 -0.0704 0.00 -0.01 0.01
C -3.2631 1.4504 -0.7706 -0.03 -0.01 -0.01
N -0.8088 -1.1663 -3.3334 0.00 -0.01 -0.01
C -0.5289 -2.5580 -3.0392 0.00 -0.01 0.01
C 0.3772 -2.6759 -1.8490 -0.01 0.01 -0.01
C 0.7660 -3.9735 -1.1181 0.00 -0.01 0.00
C 1.2718 -2.9446 -0.0768 -0.03 0.01 0.01
N 1.6026 -3.4179 1.2471 0.04 -0.02 0.00
C 2.3229 -2.7216 2.1860 0.03 0.02 -0.05
O 3.1501 -3.2670 2.8967 -0.03 -0.01 0.04
C 2.0520 -1.2777 2.3510 0.00 0.00 0.01
C 0.9355 -0.5154 2.1613 0.00 0.00 0.00
C 1.2718 0.8017 2.5998 0.00 0.00 -0.01
C 0.5934 2.0198 2.6570 0.00 0.00 0.00
F -0.6796 2.0672 2.2144 0.00 0.00 0.00
C 1.1935 3.1475 3.1435 0.00 0.00 0.00
C 2.5258 3.0787 3.5962 0.00 0.00 0.00
C 3.2484 1.9094 3.5599 0.00 0.00 0.00
C 2.6042 0.7736 3.0570 0.00 0.00 0.01
N 3.0544 -0.5069 2.8945 0.00 -0.01 -0.02
C 2.3628 -2.2483 -0.9007 0.00 0.00 0.00
O 1.6659 -2.0856 -2.1464 0.00 0.00 0.00
C 0.0442 -2.0816 -0.4723 0.00 0.01 0.01
H -1.0900 1.3786 -3.5331 0.00 0.00 0.00
H -1.3456 3.6445 -1.5608 0.00 0.00 0.00
H -2.2673 3.6606 -3.0615 0.00 0.00 0.00
H -3.3413 4.8359 -0.8527 0.00 0.00 0.00
H -4.3802 3.7741 -1.8039 0.00 0.00 0.00
H -2.7667 2.9920 0.6671 0.01 0.00 0.00
H -4.5030 2.7916 0.4509 0.00 0.00 0.00
H -4.1817 1.0145 -1.1727 0.00 0.00 0.01
H -2.8311 0.6853 -0.1279 0.01 0.00 0.00
H -0.0411 -0.6235 -3.6937 0.00 0.00 0.00
H -1.4732 -3.0583 -2.8326 0.00 0.00 0.00
H -0.0629 -3.0242 -3.9084 0.00 0.00 0.00
H -0.0975 -4.5289 -0.7560 0.00 0.00 0.00
H 1.5016 -4.6215 -1.5956 0.00 0.00 0.00
H 1.8530 -4.3975 1.2746 0.00 0.00 0.00
H -0.0187 -0.8524 1.8003 0.00 0.00 0.00
H 0.6402 4.0756 3.1749 0.00 0.00 0.00
H 2.9885 3.9774 3.9815 0.00 0.00 0.00
H 4.2716 1.8697 3.9082 0.00 0.00 0.00
H 3.9207 -0.8997 3.2221 0.00 0.01 0.00
H 2.6485 -1.2758 -0.4932 0.00 0.00 0.00
H 3.2508 -2.8707 -1.0364 0.00 0.00 0.00
H 0.1261 -1.0001 -0.3877 0.00 0.00 0.00
H -0.8934 -2.4539 -0.0664 0.00 0.00 0.00
```
Positions in Å, forces in eV/Å.

***

(5)
CH3N2O2S | ωB97M-V/def2-TZVPD

Summary:
**Kohn-Sham gap (alpha / beta)**: 5.064 / 7.993 eV
**ΔE to the lowest compared entry with this formula, charge and spin**: 35.5 kcal per mole
**2S+1**: 3
**HOMO (alpha / beta)**: -0.87 / -4.36 eV
**Maximum force**: 3.61 eV/Å
**Calculated total energy**: -697.9444 Eh
**Expectation value of S²**: 2.007
**Charge**: -1

Geometry as XYZ:
```
9
Properties=species:S:1:pos:R:3:forces:R:3
C -0.4260 0.5948 0.4390 -0.63 1.61 0.75
N 0.5706 0.2023 1.3415 0.77 -0.15 -3.53
N 0.5890 1.5765 0.6779 -0.74 -0.30 1.19
O -1.3836 -2.3008 -1.4889 -1.82 -0.70 0.27
O 0.3932 -1.1174 -2.6662 0.67 0.80 -0.98
S -0.0156 -1.7669 -1.3990 1.23 -0.44 0.47
H -1.4939 0.9070 0.7246 1.47 -0.82 -0.52
H 0.3516 0.3210 2.2596 -1.02 0.54 3.24
H 1.4148 1.5836 0.1115 0.08 -0.53 -0.90
```
Positions in Å, forces in eV/Å.

***

(6)
C3H4O3Sc | ωB97M-V/def2-TZVPD

Summary:
**Kohn-Sham gap (alpha / beta)**: 6.801 / 7.549 eV
**ΔE to the lowest compared entry with this formula, charge and spin**: 129.9 kcal per mole
**2S+1**: 2
**HOMO (alpha / beta)**: -7.80 / -8.96 eV
**Maximum force**: 4.72 eV/Å
**Calculated total energy**: -1102.8716 Eh
**Expectation value of S²**: 0.751

Geometry as XYZ:
```
11
Properties=species:S:1:pos:R:3:forces:R:3
C 0.6482 -0.3760 0.2160 0.99 4.45 -1.21
O -1.6652 -0.2588 -0.5499 0.94 -2.52 -2.27
C -1.6986 1.0232 -0.0088 0.22 0.19 3.51
C -0.5792 -0.9957 -0.0778 0.55 -0.79 1.69
O -0.5432 1.3345 0.4495 0.84 1.56 -0.48
O -2.7878 1.4885 0.2833 0.87 -0.10 -1.57
H 1.0014 -0.3824 1.2553 0.08 -1.34 -0.07
H -0.8683 -1.5252 0.8372 -0.64 -0.83 -0.81
H 0.5069 -1.5694 -0.7077 -2.64 -0.31 0.50
Sc 2.1649 1.0250 -1.0093 -0.98 -0.53 0.89
H 3.8207 0.2362 -0.6879 -0.23 0.21 -0.17
```
Positions in Å, forces in eV/Å.